[1]
The following is a DFT calculation (ωB97M-V with the def2-TZVPD basis set) of a 2-piece molecular cluster, CH7OS overall at a distorted geometry.

CARTESIAN COORDINATES (ANGSTROEM)
O: 2.19251 -0.03064 0.26041
H: -1.72693 1.62650 0.99967
H: 2.30606 -0.94306 -0.08030
H: 3.05624 0.37819 0.14789
C: -1.32834 -0.35109 -0.57728
S: -0.55376 0.90010 0.57699
H: -2.32500 0.01782 -0.69947
H: -1.26231 -1.30937 -0.10080
H: -0.84185 -0.34807 -1.48950
H: 0.48337 0.05963 0.96239

As for the LUMO energy: -5.803 eV. The molar mass is 67.13 g mol⁻¹. The total charge is +1. The calculation puts the HOMO energy at -16.30 eV. Its relative energy (zero: lowest compared OMol25 entry of this formula, charge and spin) is 1.721 eV. The HOMO-LUMO gap comes out at 10.50 eV. The energy comes out at -515.36718 a.u.

These are the Löwdin partial charges, in e, on atoms 1 to 8:
1 O -0.082
2 H 0.072
3 H 0.087
4 H 0.079
5 C -0.256
6 S 0.966
7 H 0.047
8 H 0.055

[2]
The following is a DFT calculation (ωB97M-V with the def2-TZVPD basis set) of a 2-piece molecular cluster, CH7OS2 overall at a distorted geometry.

CARTESIAN COORDINATES (ANGSTROEM)
O: -2.46082 -3.10547 -0.22854
H: 1.99236 -0.42376 0.19049
H: -2.97418 -2.32100 -0.42477
H: -2.93806 -3.65613 0.39230
C: -0.35580 -0.70314 0.58468
S: 1.01789 0.41037 0.60879
S: 0.66978 1.86816 -0.78162
H: -1.04814 -0.70302 -0.25091
H: -1.00687 -0.54892 1.45852
H: 0.04622 -1.72241 0.67474
H: 0.75950 2.81447 0.16293

As for the LUMO energy: -4.974 eV. The molar mass is 99.20 g mol⁻¹. The total charge is +1. The calculation puts the HOMO energy at -14.86 eV. Its relative energy (zero: lowest compared OMol25 entry of this formula, charge and spin) is 0.585 eV. The HOMO-LUMO gap comes out at 9.89 eV. The energy comes out at -913.60008 a.u.

These are the Löwdin partial charges, in e, on atoms 1 to 8:
1 O -0.047
2 H 0.005
3 H 0.032
4 H 0.045
5 C -0.371
6 S 0.708
7 S 0.556
8 H 0.057

[3]
The following is a DFT calculation (ωB97M-V with the def2-TZVPD basis set) of a 2-piece molecular cluster, CH7PSi overall at a distorted geometry.

CARTESIAN COORDINATES (ANGSTROEM)
C: 1.61700 -1.11146 1.00141
Si: -1.89569 -0.50683 -0.10615
P: 1.09876 -0.39082 -0.64425
H: 2.66280 -1.11082 1.35492
H: 1.29780 -2.13666 0.91995
H: 0.93747 -0.56176 1.66868
H: -2.16993 0.59802 0.91021
H: -2.65316 -0.27653 -1.21804
H: -2.12407 -1.81673 0.53011
H: 0.79155 -1.67692 -1.23539

As for the LUMO energy: -0.318 eV. The molar mass is 78.13 g mol⁻¹. The calculation puts the HOMO energy at -8.26 eV. Its relative energy (zero: lowest compared OMol25 entry of this formula, charge and spin) is 2.187 eV. The HOMO-LUMO gap comes out at 7.94 eV. The energy comes out at -673.02818 a.u.

These are the Löwdin partial charges, in e, on atoms 1 to 8:
1 C -0.503
2 Si 0.569
3 P 0.601
4 H 0.026
5 H -0.009
6 H -0.007
7 H -0.135
8 H -0.210